# 1
# C3H8NO

A 2-piece molecular cluster, C3H8NO overall (the ωB97M-V functional and the def2-TZVPD basis, OMol25).

Positions of all 13 atoms, in Å:
C -1.525664 1.874895 -0.072172
O -1.263224 1.060156 -1.206541
H -2.231192 1.358013 0.594863
H -2.005746 2.791528 -0.388780
H -0.505735 2.154058 0.406556
C 1.794426 -1.986624 -0.392803
C 0.730515 -1.454297 0.492049
N 0.135332 -0.228737 0.692198
H 2.463247 -1.295142 -0.840876
H 1.704096 -3.092785 -0.709090
H 0.597492 -2.100014 1.283317
H 0.825632 0.586300 0.839556
H -0.719179 0.332650 -0.698278

Atomic forces in eV per Å
C 1.19 0.20 -0.24
O 0.41 -0.58 1.13
H 0.56 0.19 0.35
H -0.13 0.42 -0.27
H -1.91 -0.39 -0.21
C -3.67 -0.10 2.27
C 3.79 1.13 -3.08
N 2.00 0.46 0.68
H 0.28 0.37 -1.18
H 0.69 1.82 0.98
H -1.83 -2.53 1.27
H -1.08 -1.57 -1.01
H -0.30 0.57 -0.70

Computed properties:
**Total energy**: -248.9994 a.u.
**HOMO energy**: -2.43 eV
**ΔE to the lowest compared entry with this formula, charge and spin**: 2.3733 eV
**Net charge**: -1

---

# 2
# C3H3FO2Pt

C3H3FO2Pt as an isolated structure (the ωB97M-V functional and the def2-TZVPD basis, OMol25).

Positions of all 10 atoms, in Å:
H 1.025168 1.159150 -0.591115
F 0.165645 -1.932367 0.565223
O -0.463734 0.149342 1.113897
O -0.649023 0.352350 -1.026729
C 0.604156 -0.636569 0.580969
C 0.732285 -0.010735 -0.795689
C -1.043700 0.841642 0.133806
H 1.473127 -0.560378 1.239799
H 1.056269 -0.705178 -1.573815
Pt -2.900194 1.342743 0.353654

Atomic forces in eV per Å
H 1.49 -3.35 -1.12
F 0.29 0.69 -0.25
O -0.17 1.40 0.57
O -1.30 0.88 -0.33
C 0.25 -0.84 0.06
C -0.06 2.40 1.26
C 1.62 -2.64 -0.30
H -0.22 0.04 -0.13
H 0.43 0.80 -0.01
Pt -2.34 0.62 0.27

Computed properties:
**Total energy**: -485.2513 a.u.
**Multiplicity**: 4
**HOMO energy (spin up / spin down)**: -12.54 / -16.65 eV
**ΔE to the lowest compared entry with this formula, charge and spin**: 0.0000 eV
**Net charge**: +1
**Expectation value of S²**: 3.762